Record 1
ORCA calculation (the ωB97M-V functional and the def2-TZVPD basis) on a structure of composition C45H66BN6OOsPS2Te.

XYZ file:
```
124
Properties=species:S:1:pos:R:3:forces:R:3
Os 0.7840 -1.0089 1.0970 2.81 3.17 0.72
C 3.7502 -3.5567 3.0752 0.51 0.09 -0.42
N 2.4559 -3.7427 3.6606 -0.81 0.06 0.13
C 2.1895 -4.0516 4.9622 -0.25 -0.09 0.32
C 0.8414 -4.1630 5.0708 0.43 -0.04 0.38
N 0.2827 -3.9425 3.8489 0.47 -0.05 -0.39
B -1.2498 -4.0318 3.5658 0.09 0.19 -0.07
N -1.8086 -2.6487 3.9990 -0.22 0.34 -0.22
C -2.3305 -2.3276 5.2143 -0.15 0.21 0.33
C -2.7294 -1.0317 5.1816 0.00 -0.18 0.18
N -2.4405 -0.5542 3.9325 0.32 -0.86 0.18
C -2.6964 0.7784 3.4759 -0.08 0.73 -0.17
C -1.8732 -1.5600 3.2316 0.02 0.12 0.12
S -1.5385 -1.4958 1.5599 0.57 0.14 -0.80
C 1.2777 -3.6657 2.9994 0.09 -0.16 0.16
S 1.2224 -3.3991 1.3043 -0.48 0.34 -0.76
H 4.4687 -3.3222 3.8568 -0.03 0.03 0.01
H 3.6951 -2.7390 2.3557 0.04 -0.11 0.14
H 4.0681 -4.4597 2.5500 0.01 0.05 0.04
H 2.9632 -4.1810 5.6884 0.18 0.00 0.16
H 0.2468 -4.3791 5.9343 -0.13 -0.12 0.11
H -1.7147 -4.8610 4.2738 -0.10 -0.24 0.28
H -1.4406 -4.1985 2.4081 0.00 -0.08 -0.22
H -2.3767 -3.0488 6.0024 -0.09 -0.13 0.19
H -3.1994 -0.4202 5.9205 -0.10 0.15 0.22
H -2.1839 1.4990 4.1128 0.04 -0.05 0.01
H -3.7677 0.9827 3.4875 0.09 -0.06 -0.03
H -2.3271 0.8740 2.4574 -0.10 -0.02 0.05
C 3.0474 2.4997 0.6736 -0.22 -0.18 -0.02
C 4.2390 1.7549 0.0764 -0.25 -0.36 0.17
C 5.2704 1.6319 1.1982 0.00 -0.17 0.01
C 4.8435 2.5611 -1.0689 -0.10 -0.25 -0.18
P 3.6392 -0.0051 -0.4292 1.79 0.86 -2.27
N 2.5922 -0.5568 0.6198 -3.79 -1.06 2.00
C 2.7549 0.0099 -2.1355 0.12 0.00 0.43
C 1.8214 1.2162 -2.1925 0.07 0.06 0.24
C 1.8713 -1.2405 -2.1494 -0.02 -0.11 0.37
C 3.6610 0.0289 -3.3615 0.15 -0.10 0.20
C 5.1589 -1.1924 -0.4972 -0.44 0.16 0.16
C 4.7068 -2.5357 -1.0728 -0.16 0.05 -0.05
C 6.3153 -0.6665 -1.3432 -0.15 0.20 -0.06
C 5.6341 -1.4400 0.9419 -0.11 0.12 0.19
H 3.3977 3.4108 1.1570 0.08 0.08 0.00
H 2.5644 1.8828 1.4293 -0.05 0.08 0.11
H 2.3118 2.7848 -0.0698 -0.10 0.01 -0.09
H 5.4593 2.6250 1.6051 -0.03 0.08 -0.03
H 6.2211 1.2391 0.8538 0.08 -0.07 0.01
H 4.8904 1.0142 2.0077 0.05 -0.04 0.15
H 5.2373 3.4900 -0.6579 0.03 0.06 0.07
H 4.1059 2.8259 -1.8193 -0.02 0.03 -0.08
H 5.6608 2.0395 -1.5572 0.14 0.00 -0.07
H 1.2704 1.2807 -1.2565 -0.18 0.15 -0.14
H 1.1096 1.0767 -3.0087 -0.03 -0.07 -0.02
H 2.3500 2.1467 -2.3729 0.04 0.10 -0.03
H 1.0275 -1.1011 -1.4564 -0.08 -0.03 -0.34
H 2.3929 -2.1376 -1.8389 0.02 -0.13 -0.07
H 1.4856 -1.4033 -3.1518 -0.11 0.07 -0.05
H 4.3615 0.8588 -3.3299 0.12 0.07 -0.07
H 3.0350 0.1561 -4.2457 -0.05 0.01 -0.01
H 4.2072 -0.9024 -3.4805 0.11 -0.03 -0.09
H 4.4504 -2.4651 -2.1258 -0.09 -0.05 -0.05
H 3.8600 -2.9324 -0.5142 -0.07 -0.14 0.02
H 5.5289 -3.2472 -0.9938 0.08 0.01 0.06
H 6.0206 -0.4889 -2.3712 0.04 0.02 -0.14
H 7.1029 -1.4202 -1.3511 0.04 -0.06 0.04
H 6.7402 0.2501 -0.9458 0.07 0.06 0.05
H 4.8476 -1.1935 1.6526 0.11 -0.09 0.17
H 6.5136 -0.8527 1.1876 0.01 0.07 0.03
H 5.8964 -2.4886 1.0748 0.00 -0.07 -0.03
C -4.2202 0.5216 -7.4600 0.01 0.00 -0.03
C -3.6837 0.5993 -6.0646 0.10 -0.05 0.10
C -4.1585 1.5195 -5.1427 -0.06 0.01 -0.01
C -3.6541 1.5947 -3.8505 -0.10 -0.02 -0.16
C -4.2063 2.6215 -2.9127 -0.07 0.15 -0.06
C -2.6571 0.7021 -3.4592 0.15 0.70 0.72
Te -1.7782 0.9968 -1.4450 -1.20 -0.88 -2.14
N -0.0520 0.7407 0.3462 1.08 -1.50 1.38
C 0.0422 1.4798 1.4164 -0.27 1.04 -0.52
O 0.5030 0.9223 2.4772 0.38 -2.55 -0.51
C -0.2443 2.9279 1.4579 0.19 0.21 0.21
C -0.3372 3.7042 0.3068 0.18 -0.18 -0.12
C -0.4873 5.0749 0.4088 0.01 0.02 -0.09
C -0.5202 5.6843 1.6533 -0.02 -0.04 0.04
C -0.4062 4.9183 2.8032 -0.01 0.05 0.08
C -0.2673 3.5476 2.7052 -0.03 -0.20 -0.07
C -3.4561 0.2259 -0.3739 0.15 0.39 0.01
C -4.1363 1.0427 0.5279 -0.04 0.02 -0.20
C -3.8503 2.5046 0.7015 0.19 0.09 -0.06
C -5.1820 0.4983 1.2671 -0.07 -0.21 -0.06
C -5.5593 -0.8282 1.1393 0.06 0.23 0.03
C -6.6914 -1.3805 1.9489 -0.02 -0.07 0.01
C -4.8675 -1.6208 0.2302 0.01 0.14 0.01
C -3.8265 -1.1145 -0.5286 -0.12 -0.04 -0.05
C -3.0958 -2.0152 -1.4679 -0.06 -0.18 0.01
C -2.1519 -0.2144 -4.3749 0.10 -0.12 0.06
C -1.0548 -1.1708 -4.0294 0.10 -0.03 0.16
C -2.6724 -0.2574 -5.6616 -0.15 0.13 0.12
H -5.0153 1.2440 -7.6198 -0.07 0.04 -0.05
H -4.6089 -0.4755 -7.6611 -0.07 -0.04 -0.06
H -3.4254 0.7130 -8.1799 0.00 0.03 -0.09
H -4.9443 2.2031 -5.4321 -0.09 0.09 -0.07
H -4.8084 3.3462 -3.4547 -0.10 0.06 0.00
H -3.4004 3.1509 -2.4010 -0.12 0.01 0.03
H -4.8337 2.1417 -2.1618 -0.03 0.04 0.14
H -0.2529 3.2321 -0.6651 -0.06 0.12 0.10
H -0.5528 5.6701 -0.4890 -0.01 0.07 -0.08
H -0.6123 6.7561 1.7271 -0.04 0.14 0.00
H -0.4028 5.3878 3.7752 -0.04 0.07 0.07
H -0.1409 2.9319 3.5833 -0.01 0.03 0.14
H -2.8728 2.7763 0.3007 -0.21 0.10 0.06
H -3.8781 2.7987 1.7489 -0.05 0.01 0.14
H -4.6141 3.0828 0.1808 0.03 0.13 -0.03
H -5.7258 1.1388 1.9495 -0.07 0.08 0.08
H -7.1874 -0.5916 2.5113 -0.05 -0.02 0.02
H -6.3365 -2.1321 2.6542 -0.01 -0.06 0.04
H -7.4232 -1.8587 1.2996 -0.08 -0.03 0.03
H -5.1369 -2.6604 0.1182 -0.07 -0.17 -0.04
H -3.4784 -3.0315 -1.4125 -0.03 -0.08 0.05
H -2.0361 -2.0307 -1.1980 0.04 -0.03 -0.21
H -3.2054 -1.6660 -2.4946 0.14 -0.03 0.02
H -0.7891 -1.0633 -2.9769 0.07 -0.16 -0.22
H -0.1808 -0.9705 -4.6489 0.13 -0.02 -0.02
H -1.3631 -2.1979 -4.2189 0.01 -0.11 0.00
H -2.2755 -0.9790 -6.3605 0.07 -0.14 -0.13
```
Forces are in eV/Å.

Output
Largest force on an atom   4.417 eV Å⁻¹
LUMO (spin up / spin down)   -4.7 / -4.7 eV
Multiplicity   2
DFT total energy   -100114.33960 eV
Highest occupied orbital energy (spin up / spin down)   -9.09 / -8.97 eV
Frontier orbital gap (spin up / spin down)   4.3431 / 4.2582 eV
Net charge   +1

Löwdin atomic charge list, values in e, 99 entries: Os 1.16; C -0.03; N -0.12; C -0.02; C -0.03; N 0.02; B -0.42; N 0.01; C -0.03; C -0.02; N -0.08; C -0.01; C -0.60; S 0.72; C -0.67; S 0.61; H 0.11; H 0.03; H 0.11; H 0.13; H 0.13; H 0.08; H 0.06; H 0.13; H 0.13; H 0.10; H 0.10; H 0.05; C -0.08; C -0.58; C -0.08; C -0.06; P 1.01; N -0.36; C -0.57; C -0.10; C -0.10; C -0.06; C -0.58; C -0.08; C -0.07; C -0.09; H 0.10; H 0.06; H 0.06; H 0.10; H 0.07; H 0.08; H 0.10; H 0.07; H 0.07; H 0.01; H 0.09; H 0.07; H 0.03; H 0.05; H 0.08; H 0.08; H 0.10; H 0.07; H 0.07; H 0.06; H 0.10; H 0.07; H 0.10; H 0.07; H 0.04; H 0.08; H 0.09; C -0.05; C -0.26; C -0.01; C -0.31; C -0.08; C -0.33; Te 1.58; N -0.28; C -0.69; O -0.08; C -0.18; C -0.08; C -0.06; C -0.06; C -0.06; C -0.02; C -0.40; C -0.34; C -0.07; C -0.04; C -0.26; C -0.04; C -0.01; C -0.36; C -0.08; C -0.32; C -0.10; C -0.02; H 0.08; H 0.08

***

Record 2
ORCA calculation (the ωB97M-V functional and the def2-TZVPD basis) on a cluster of 11 separate species, C45H67BN10O in total.

XYZ file:
```
124
Properties=species:S:1:pos:R:3:forces:R:3
C 0.1923 1.8491 -4.4625 -0.82 -5.13 3.92
C -1.3647 1.6541 -4.1555 2.65 -0.89 -0.57
C -1.6167 0.2411 -3.6545 0.43 2.46 8.27
C -3.0217 -0.0109 -3.0155 11.78 -1.38 10.17
C -3.0797 0.8861 -1.7885 4.58 1.10 -0.84
C -2.8887 2.3971 -2.1745 -1.59 -0.60 0.84
N -1.8567 2.6421 -3.1815 1.05 7.26 0.68
O -1.5167 3.9371 -3.1985 -0.99 -7.43 -0.88
C -2.6047 3.1711 -0.8535 2.91 2.42 -3.04
C -4.2787 2.9571 -2.8565 0.78 0.63 1.31
C -2.0247 1.9401 -5.5265 -4.99 -0.75 4.71
H 0.3263 2.6671 -4.9255 0.76 6.14 -3.64
H 0.5093 1.0301 -5.0895 -0.36 -0.35 -0.32
H 0.9863 1.8461 -3.6845 -1.19 -0.11 0.42
H -0.8107 -0.1179 -2.7105 -2.04 1.35 -2.96
H -1.6807 -0.5029 -4.2435 1.16 -4.62 -5.61
H -3.1437 -0.9829 -2.5725 0.29 -0.86 -0.52
H -3.6797 0.1911 -3.5435 -11.10 3.14 -9.19
H -2.2547 0.6341 -0.9705 -1.81 0.24 -1.69
H -4.0127 0.8601 -1.4295 -3.37 -0.21 2.12
H -3.0907 2.7241 -0.0995 -2.53 -1.54 2.53
H -2.9067 4.2611 -0.9885 0.78 -1.41 0.54
H -1.5217 2.9961 -0.4995 -1.34 0.69 -1.00
H -4.2537 4.0421 -3.1315 0.37 -0.92 0.43
H -5.0477 2.7921 -2.0895 0.35 0.21 0.00
H -4.6257 2.4131 -3.7025 0.16 -0.66 -0.79
H -1.8097 2.9081 -5.7395 0.77 2.56 -1.61
H -3.1977 1.8731 -5.2925 2.25 0.36 -0.80
H -1.8777 1.1381 -6.1345 1.12 -1.70 -2.11
B 0.1923 0.0471 0.7585 0.14 -2.25 1.42
H 0.1003 1.0801 0.2575 -0.25 1.55 -0.55
H -0.0567 -0.8509 0.0335 -1.20 -0.61 -1.31
H 1.3503 -0.3939 0.7665 0.37 0.82 0.97
H -0.5167 -0.2239 1.8075 0.90 0.69 -0.80
N 2.3993 4.1991 -0.2915 -1.33 -2.43 1.55
C 1.3293 4.1111 -1.2405 11.48 9.75 -3.30
C 1.6343 5.1941 -2.3125 2.46 -2.86 3.76
C 3.0453 5.7151 -1.8545 -0.65 -0.49 0.79
C 3.4123 5.1081 -0.5995 -1.28 -0.57 0.77
H 2.4423 3.4871 0.6585 -0.14 2.98 -3.67
H 0.5713 3.6291 -1.0635 -7.75 -5.27 1.73
H 1.0623 5.2981 -3.2885 1.08 0.12 1.58
H 3.8013 6.4671 -2.2745 -1.84 -1.11 0.18
H 4.1953 5.2241 0.3725 -1.97 -0.01 -3.58
N 7.5953 -1.0469 0.2895 0.02 -1.47 4.27
C 7.3653 -1.4519 1.7345 -1.48 1.43 -2.05
C 6.0153 -1.1329 2.1155 1.25 1.51 -5.88
C 5.3163 -0.5599 0.9045 5.69 -0.64 -2.23
C 6.5193 -0.5119 -0.2495 -5.07 -0.79 4.90
H 8.4893 -1.2469 -0.1705 -0.82 0.21 0.28
H 8.2163 -1.8269 2.3005 -0.40 0.18 -0.24
H 5.4983 -1.0869 3.0225 -0.10 -0.56 1.46
H 4.3143 -0.1509 0.6765 0.79 -0.46 0.53
H 6.3933 -0.3829 -1.2835 -0.05 0.51 -1.08
N 3.6253 -4.3239 -0.4145 0.13 1.68 0.88
C 2.8463 -3.2519 -0.7575 -4.43 -8.44 -6.17
C 1.8193 -3.7199 -1.8385 3.66 -0.28 3.85
C 2.1023 -5.1499 -1.9425 5.67 6.10 6.85
C 3.2623 -5.4779 -1.0015 -1.94 -1.39 -2.89
H 4.3893 -4.1149 0.2785 -1.09 -0.96 -1.18
H 3.0883 -2.4129 -0.4175 1.63 7.14 2.72
H 1.0453 -3.0319 -2.2865 1.05 -1.27 0.52
H 1.6513 -5.7029 -2.5625 -3.17 -4.69 -4.36
H 3.8763 -6.4679 -0.8935 -1.50 2.26 -0.14
N -5.8297 -1.2029 2.1725 3.85 9.12 -0.08
C -6.1907 0.0381 2.8335 0.67 0.22 -0.05
C -5.0577 1.0381 2.7085 -1.41 -5.70 -1.17
C -4.0197 0.3101 1.8915 -4.93 -2.43 -0.06
C -4.6917 -1.0569 1.4415 2.60 5.23 3.05
H -6.3307 -1.9519 2.1725 -4.03 -5.49 -0.09
H -7.3177 0.0811 3.2765 3.32 0.06 -0.94
H -5.0207 1.9281 3.3335 0.14 -0.15 -0.56
H -3.0277 0.6581 1.6335 -0.13 -0.18 -0.12
H -4.2097 -1.7919 0.8445 0.03 -0.74 -0.20
N -0.2697 -3.0999 2.0965 -1.18 -1.78 1.28
C 0.6033 -4.2039 2.0005 -1.00 -1.03 1.09
C -0.0157 -5.3579 2.7395 -1.59 5.63 0.49
C -1.2637 -4.8399 3.4485 1.77 4.14 -3.08
C -1.4247 -3.4469 2.8975 3.28 -3.21 0.54
H -0.0997 -2.1409 1.6815 -0.33 -1.48 0.58
H 1.6183 -4.0079 1.4435 -2.37 -0.93 1.14
H 0.3283 -6.2829 3.0655 1.22 -1.35 -0.22
H -1.8557 -5.1429 4.3615 0.75 -0.21 -1.68
H -2.2127 -2.7489 3.0275 -0.32 0.54 0.22
N 1.8843 2.4521 2.3455 2.70 4.49 1.99
C 3.2443 2.4861 2.5955 -0.53 5.13 1.16
C 3.5393 3.9651 3.1225 -4.73 -5.47 -2.20
C 2.2363 4.5811 3.1835 -0.39 -1.62 -0.53
C 1.2013 3.6141 2.6455 2.76 2.05 1.71
H 1.5023 1.6451 2.0695 -2.29 -3.80 -1.58
H 3.8523 1.6301 2.3305 0.07 0.26 0.19
H 4.4783 4.2251 3.4765 1.36 0.79 0.48
H 2.1153 5.6171 3.6565 -0.30 -1.78 -1.12
H 0.1043 3.7431 2.5525 1.14 -0.33 0.02
N -2.1457 -4.4019 0.1745 -4.91 -2.47 -3.76
C -3.3177 -5.2579 0.2085 -0.60 2.26 -2.25
C -4.2227 -4.9319 -0.9165 4.94 1.47 1.41
C -3.4727 -3.8609 -1.6825 1.72 -1.38 2.38
C -2.1197 -3.6779 -0.9875 -15.76 -11.07 2.27
H -1.5637 -4.3159 0.9335 1.84 0.01 1.72
H -3.4917 -5.9839 1.0085 0.37 0.54 -0.31
H -5.1237 -5.4859 -1.1825 0.32 0.45 0.16
H -3.8837 -3.3069 -2.5735 0.88 -0.84 1.03
H -1.5337 -3.0759 -1.1585 10.96 10.92 -3.04
N 2.0563 0.0381 -2.0635 -2.50 -3.39 -0.43
C 2.2753 -0.4499 -3.3625 1.88 4.00 0.16
C 3.1533 0.4731 -4.0275 -0.53 -0.08 4.75
C 3.6123 1.4581 -2.9795 -1.92 -0.67 0.58
C 2.7613 1.0791 -1.7605 4.60 4.31 -1.59
H 1.2973 -0.2839 -1.3985 1.32 0.06 -0.88
H 1.9673 -1.3639 -3.7485 -0.97 -1.30 -0.18
H 3.4113 0.3181 -5.0405 0.64 0.18 -0.73
H 4.3593 2.3881 -3.1085 -2.10 -2.47 0.49
H 2.7823 1.5581 -0.7165 -0.27 -0.92 -2.03
N -0.7687 0.6251 6.3935 0.27 0.23 1.45
C -1.7457 0.0811 7.2715 -2.34 -1.59 -6.94
C -2.8127 -0.5669 6.2705 8.36 5.09 -1.00
C -2.2967 -0.2909 4.8625 2.07 1.25 3.80
C -0.9987 0.4531 5.0615 -4.23 -1.97 0.52
H 0.1093 1.1691 6.6325 -1.85 -1.12 0.13
H -1.7677 0.0391 8.3285 0.47 0.24 0.62
H -3.5317 -1.0889 6.7215 -3.12 -2.03 0.90
H -2.7547 -0.5149 3.8805 0.38 0.11 1.02
H -0.3427 0.9671 4.3875 0.03 -0.21 -0.44
```
Forces are in eV/Å.

Output
Largest force on an atom   19.396 eV Å⁻¹
LUMO   -4.1 eV
DFT total energy   -65345.36911 eV
Highest occupied orbital energy   -7.23 eV
Frontier orbital gap   3.1586 eV

Löwdin atomic charge list, values in e, 99 entries: C 0.03; C -0.39; C -0.06; C -0.11; C -0.10; C -0.39; N 0.09; O 0.15; C 0.01; C 0.04; C 0.05; H 0.01; H 0.10; H 0.08; H 0.21; H 0.05; H 0.11; H -0.02; H 0.16; H 0.07; H 0.02; H 0.12; H 0.11; H 0.11; H 0.10; H 0.05; H 0.06; H 0.13; H 0.07; B -0.46; H -0.07; H -0.08; H -0.03; H 0.00; N -0.06; C -0.08; C -0.04; C -0.13; C -0.17; H 0.16; H -0.05; H 0.06; H 0.08; H 0.16; N -0.03; C -0.09; C -0.12; C -0.04; C -0.09; H 0.15; H 0.08; H 0.05; H 0.03; H 0.07; N -0.05; C -0.10; C -0.03; C -0.06; C -0.12; H 0.18; H -0.01; H 0.07; H -0.01; H 0.13; N 0.00; C -0.10; C -0.09; C -0.08; C -0.07; H 0.05; H 0.13; H 0.07; H 0.04; H 0.07; N -0.02; C -0.10; C -0.08; C -0.07; C -0.12; H 0.08; H 0.11; H 0.03; H 0.09; H 0.06; N -0.04; C -0.05; C -0.06; C -0.11; C -0.11; H 0.01; H 0.07; H 0.04; H 0.10; H 0.11; N 0.05; C -0.08; C -0.10; C -0.08; C -0.06